{
  "formula": "C48H45N4S4Sc",
  "method": "ωB97M-V/def2-TZVPD",
  "symbols": ["Sc", "C", "C", "C", "C", "C", "C", "C", "C", "C", "C", "H", "H", "H", "H", "H", "H", "H", "H", "H", "H", "H", "H", "H", "H", "H", "S", "C", "N", "C", "C", "N", "C", "C", "C", "C", "C", "C", "C", "C", "S", "C", "C", "C", "C", "C", "C", "C", "H", "H", "H", "H", "H", "H", "H", "H", "H", "H", "H", "H", "H", "H", "H", "H", "H", "H", "S", "C", "C", "C", "C", "C", "C", "N", "C", "C", "C", "C", "C", "C", "C", "C", "N", "C", "C", "C", "C", "C", "S", "C", "H", "H", "H", "H", "H", "H", "H", "H", "H", "H", "H", "H"],
  "coordinates": [[-0.438, -0.486, -0.292], [-1.462, -1.200, -2.465], [-2.288, -1.370, -1.328], [-1.767, -2.465, -0.576], [-0.642, -2.961, -1.259], [-0.427, -2.161, -2.404], [0.557, -2.408, -3.511], [0.071, -4.230, -0.903], [-2.460, -3.117, 0.589], [-3.632, -0.732, -1.084], [-1.779, -0.397, -3.691], [1.305, -1.616, -3.612], [0.035, -2.464, -4.468], [1.088, -3.351, -3.374], [0.210, -4.337, 0.176], [1.052, -4.315, -1.375], [-0.522, -5.087, -1.233], [-2.960, -2.394, 1.234], [-1.770, -3.689, 1.210], [-3.226, -3.808, 0.232], [-3.791, -0.454, -0.039], [-4.433, -1.427, -1.346], [-3.772, 0.167, -1.684], [-2.530, 0.367, -3.511], [-2.177, -1.071, -4.455], [-0.897, 0.090, -4.114], [1.254, 1.855, 0.601], [0.519, 3.222, 0.017], [0.660, 4.428, 0.530], [0.140, 5.598, -0.201], [0.302, 5.338, -1.668], [-0.438, 4.103, -2.011], [-1.210, 4.135, -3.287], [-2.254, 5.221, -3.261], [-2.137, 6.346, -4.068], [-3.106, 7.344, -4.022], [-4.188, 7.220, -3.163], [-4.309, 6.094, -2.354], [-3.347, 5.097, -2.406], [-0.416, 3.095, -1.185], [-1.411, 1.723, -1.346], [1.381, 4.665, 1.803], [0.647, 5.643, 2.680], [-0.679, 5.409, 3.039], [-1.348, 6.300, 3.865], [-0.690, 7.429, 4.345], [0.634, 7.660, 3.997], [1.299, 6.770, 3.161], [0.713, 6.470, 0.103], [-0.905, 5.778, 0.056], [1.350, 5.217, -1.951], [-0.128, 6.153, -2.243], [-1.663, 3.159, -3.413], [-0.488, 4.292, -4.088], [-1.296, 6.442, -4.747], [-3.015, 8.216, -4.658], [-4.944, 7.995, -3.128], [-5.161, 5.991, -1.694], [-3.451, 4.210, -1.787], [2.383, 5.030, 1.570], [1.492, 3.698, 2.286], [-1.190, 4.518, 2.681], [-2.379, 6.112, 4.142], [-1.209, 8.125, 4.992], [1.150, 8.535, 4.373], [2.334, 6.955, 2.890], [5.021, -5.137, -0.253], [5.651, -5.412, -1.810], [5.188, -4.505, -2.713], [4.301, -3.567, -2.118], [4.114, -3.781, -0.781], [3.252, -3.022, 0.142], [2.256, -2.189, -0.383], [1.398, -1.504, 0.353], [1.472, -1.594, 1.708], [2.461, -2.352, 2.329], [2.585, -2.326, 3.765], [1.776, -1.555, 4.513], [0.724, -0.782, 3.899], [-0.137, 0.044, 4.639], [-1.149, 0.752, 4.025], [-1.311, 0.534, 2.653], [-0.524, -0.242, 1.935], [0.534, -0.857, 2.521], [-2.047, 1.674, 4.739], [-1.903, 2.181, 5.997], [-2.966, 3.050, 6.367], [-3.891, 3.186, 5.378], [-3.489, 2.256, 4.010], [3.341, -3.081, 1.515], [6.335, -6.231, -1.980], [5.474, -4.500, -3.756], [3.849, -2.750, -2.668], [2.157, -2.078, -1.454], [3.369, -2.916, 4.225], [1.892, -1.509, 5.589], [0.000, 0.109, 5.713], [-2.125, 1.010, 2.117], [-1.066, 1.956, 6.648], [-3.038, 3.546, 7.325], [-4.802, 3.766, 5.390], [4.114, -3.677, 1.989]],
  "forces_ev_per_a": [[0.415, 0.326, -1.090], [-0.243, 0.057, -0.222], [-0.809, -0.161, 0.005], [-0.467, 0.105, 0.300], [0.255, -0.031, 0.290], [0.096, 0.261, 0.052], [0.128, 0.043, 0.075], [0.109, 0.088, 0.080], [0.080, 0.032, 0.055], [0.041, 0.006, -0.006], [0.110, 0.021, -0.028], [-0.040, 0.011, 0.001], [0.002, -0.025, -0.003], [-0.013, 0.025, 0.007], [-0.011, 0.021, -0.029], [-0.055, 0.004, -0.017], [0.006, 0.012, -0.001], [-0.014, 0.034, -0.014], [0.014, 0.006, -0.018], [-0.003, -0.019, 0.006], [0.040, -0.017, 0.015], [0.004, -0.003, -0.006], [0.008, -0.011, -0.004], [-0.019, -0.008, 0.017], [0.020, 0.013, 0.001], [-0.010, -0.009, 0.030], [0.168, -0.589, -0.187], [-0.407, -0.077, -0.235], [0.010, 0.236, 0.148], [0.104, -0.164, 0.225], [-0.067, -0.217, -0.229], [-0.049, 0.350, -0.352], [0.050, 0.029, 0.228], [-0.040, -0.002, 0.056], [-0.024, 0.040, -0.019], [0.021, -0.039, 0.012], [0.010, -0.013, 0.001], [0.027, -0.003, -0.021], [-0.038, 0.025, 0.046], [0.066, -0.131, 0.494], [0.164, 0.305, 0.035], [-0.066, 0.045, -0.224], [-0.025, 0.036, -0.016], [-0.037, -0.051, 0.035], [0.039, 0.026, 0.001], [0.023, -0.031, -0.020], [-0.032, -0.008, -0.004], [-0.021, 0.066, 0.018], [0.050, 0.008, 0.035], [-0.031, -0.010, 0.027], [0.019, 0.007, 0.016], [-0.041, -0.014, -0.052], [0.016, -0.092, -0.021], [0.041, 0.065, 0.015], [-0.033, -0.001, 0.023], [0.006, -0.042, 0.019], [0.050, -0.049, -0.004], [0.031, -0.001, -0.021], [0.009, 0.038, -0.030], [0.006, -0.001, -0.031], [-0.019, -0.059, 0.036], [0.015, 0.040, 0.011], [0.060, -0.001, -0.015], [0.026, -0.037, -0.034], [-0.031, -0.046, -0.019], [-0.065, -0.009, 0.016], [0.065, -0.157, 0.177], [0.056, -0.053, -0.012], [-0.123, 0.169, 0.034], [0.077, 0.059, -0.334], [-0.246, 0.179, 0.291], [0.257, -0.150, -0.260], [-0.037, 0.315, -0.057], [0.215, -0.264, 0.371], [-0.159, 0.155, 0.000], [0.259, -0.083, 0.192], [0.071, -0.066, -0.151], [-0.160, 0.135, 0.044], [0.078, -0.013, 0.343], [0.128, -0.119, 0.220], [-0.227, 0.214, 0.213], [-0.212, -0.070, -0.261], [0.155, -0.304, -0.230], [-0.077, -0.084, -0.083], [0.287, -0.312, -0.180], [-0.023, 0.157, 0.302], [0.152, -0.059, 0.008], [-0.073, 0.052, 0.107], [-0.153, 0.044, -0.233], [0.197, -0.098, 0.182], [-0.061, 0.060, 0.021], [-0.032, 0.009, 0.073], [0.055, -0.088, 0.034], [-0.051, -0.053, -0.001], [-0.033, 0.003, -0.020], [-0.007, 0.006, -0.047], [0.009, 0.009, -0.054], [0.014, 0.026, -0.022], [-0.072, 0.031, -0.069], [0.014, -0.019, -0.038], [0.074, -0.046, 0.005], [-0.046, 0.009, -0.028]],
  "spin_multiplicity": 1,
  "orbital_gap_ev": 6.87,
  "charge": 2,
  "lumo_ev": -5.8
}